DFT (wB97M-V/def2-TZVPD) results for a molecular structure, C3H8OSSi in a non-equilibrium geometry.

Output
- calculated total energy (eV) = -23998.42830
- gap between HOMO and LUMO (eV) = 8.8
- relative energy (zero: lowest compared OMol25 entry of this formula, charge and spin) (eV) = 2.801
- LUMO (eV) = -0.506

ORCA input file:
```
! wB97M-V def2-TZVPD RIJCOSX def2/J DEFGRID3
* xyz 0 1
C -1.373 -1.624 0.241
C 0.891 0.256 1.025
C 0.396 -0.472 -1.838
O -2.955 -3.150 1.358
Si -0.538 -0.018 -0.245
S -2.625 -1.748 1.315
H -1.049 -2.627 -0.679
H 1.424 -0.776 1.077
H 1.498 1.000 0.504
H 0.502 0.444 1.978
H 0.741 -1.481 -1.671
H -0.194 -0.490 -2.755
H 1.453 0.003 -1.904
H -1.625 1.090 -0.241
*
```